The following is a DFT calculation (the ωB97M-V functional and the def2-TZVPD basis) of a 2-piece molecular cluster, C5H8N2 overall in a non-equilibrium geometry.

Cartesian coordinates (Å):
C -0.103317 1.721520 -1.642835
N 0.183951 0.776970 -0.590239
C -0.605202 0.431412 0.429050
C 0.100593 -0.542227 1.139250
C -0.539227 -1.641148 1.723917
C 1.421491 -0.497457 0.579821
N 1.457548 0.271945 -0.483707
H 0.255293 1.315414 -2.590916
H 0.383097 2.685591 -1.459568
H -1.185865 1.864863 -1.700836
H -1.668576 0.659319 0.428634
H -0.435028 -1.932453 -0.845891
H -1.614078 -1.653448 1.900755
H 0.055820 -2.379149 2.251956
H 2.293497 -1.081151 0.860608

Force components x, y, z for each atom (eV/Å):
C -0.0116 0.1979 -0.1618
N 1.1081 0.7675 -0.2979
C -0.1773 -0.6099 -0.3880
C -0.3626 -0.0537 -0.0753
C 0.1830 -0.1935 1.1385
C -0.2179 -0.1555 -0.0459
N -0.7823 0.3730 0.0772
H -0.0353 0.0619 0.1422
H -0.0776 -0.1573 -0.0069
H 0.1977 -0.0233 0.0242
H 0.3690 -0.0123 0.0587
H -0.1217 -0.3059 -0.0898
H 0.3080 0.0777 -0.1296
H -0.1398 -0.1041 -0.1884
H -0.2395 0.1373 -0.0571

DFT total energy   -304.639941 Eh
HOMO level (spin up / spin down)   -6.84 / -9.27 eV
Max |F|   1.4 eV/Å

Mulliken population analysis, charges in e, atoms 1 to 2: atom 1 (C): -0.786, atom 2 (N): 0.642

***

The following is a DFT calculation (the ωB97M-V functional and the def2-TZVPD basis) of C2HEuO3 as an isolated structure in a non-equilibrium geometry.

Cartesian coordinates (Å):
O -1.025599 0.323399 -1.256416
O 0.821951 -1.540975 0.148389
O -0.265592 0.865985 0.724178
C -0.432936 -1.516070 0.225532
C -0.893852 -0.021520 -0.102637
Eu 2.438046 0.136409 -0.331366
H -0.642019 1.752774 0.592320

Force components x, y, z for each atom (eV/Å):
O -1.4165 -0.8632 0.8970
O -2.3201 -0.3874 0.4917
O 0.0526 -0.0456 1.6081
C 2.2381 1.7919 -0.4980
C 1.9945 -0.2927 -2.4731
Eu -0.5989 -0.1515 0.1505
H 0.0503 -0.0515 -0.1762

Expectation value of S²   15.766
DFT total energy   -1012.358888 Eh
HOMO level (spin up / spin down)   -9.60 / -12.75 eV
Multiplicity   8
Max |F|   3.2 eV/Å
Net charge   +1

Mulliken population analysis, charges in e, atoms 1 to 2: atom 1 (O): -0.394, atom 2 (O): -0.450

***

The following is a DFT calculation (the ωB97M-V functional and the def2-TZVPD basis) of C11H9NO in the gas phase in a non-equilibrium geometry.

Cartesian coordinates (Å):
C 1.227313 -0.534856 0.092635
C 2.040289 -0.727518 -1.059160
C 3.297199 -0.148350 -1.125240
C 3.622835 0.557288 0.002225
C 2.941609 0.691620 1.187098
C 1.602645 0.256412 1.173867
C -1.169564 -0.387191 -0.045186
C -2.311091 -1.051874 0.430843
C -3.612856 -0.618861 0.307932
C -3.707592 0.647261 -0.327547
C -2.502403 1.467263 -0.590133
H 1.930940 -1.722766 -1.631664
H 4.032987 -0.499231 -1.853155
H 4.521285 1.316130 -0.123587
H 3.147076 1.333915 2.040846
H 0.937050 0.683092 1.970116
H -2.176992 -2.063970 1.081744
H -4.627011 -0.919841 0.919146
H -4.801373 1.087190 -0.584416
H -2.572502 2.517500 -0.841618
N -1.240070 0.935524 -0.349616
O -0.035159 -1.148481 0.148238

Force components x, y, z for each atom (eV/Å):
C -0.6247 0.7169 -0.5496
C -0.0743 -3.2822 0.6111
C -1.1742 -1.2730 0.7442
C 4.5976 3.9206 0.1377
C -2.6710 0.4727 -0.4986
C 0.4640 0.1811 0.1759
C -1.3840 1.3280 1.2201
C -0.4311 -4.1731 2.2937
C -1.5260 2.4588 0.6688
C -0.7131 2.5563 -1.0729
C -0.8013 -3.8848 1.5558
H -0.6829 2.0678 0.3671
H -0.3556 0.7779 -0.0123
H -1.2125 -2.0562 0.5634
H 0.9029 -0.0572 -0.5019
H 0.3682 -1.2190 -0.8661
H 0.0973 2.4758 -1.8723
H 3.0385 -0.0656 -1.8816
H 2.8892 -0.8585 0.7560
H 0.0988 -0.1534 -0.1356
N -0.8241 -1.0360 -0.9042
O 0.0183 1.1031 -0.7989

DFT total energy   -554.446035 Eh
HOMO level   -8.73 eV
SMILES string   c1ccc(Oc2ccccn2)cc1
Max |F|   6.0 eV/Å

Mulliken population analysis, charges in e, atoms 1 to 2: atom 1 (C): 0.218, atom 2 (C): -0.110

***

Please write out number 3 again, unchanged.
The following is a DFT calculation (the ωB97M-V functional and the def2-TZVPD basis) of C11H9NO in the gas phase in a non-equilibrium geometry.

Cartesian coordinates (Å):
C 1.227313 -0.534856 0.092635
C 2.040289 -0.727518 -1.059160
C 3.297199 -0.148350 -1.125240
C 3.622835 0.557288 0.002225
C 2.941609 0.691620 1.187098
C 1.602645 0.256412 1.173867
C -1.169564 -0.387191 -0.045186
C -2.311091 -1.051874 0.430843
C -3.612856 -0.618861 0.307932
C -3.707592 0.647261 -0.327547
C -2.502403 1.467263 -0.590133
H 1.930940 -1.722766 -1.631664
H 4.032987 -0.499231 -1.853155
H 4.521285 1.316130 -0.123587
H 3.147076 1.333915 2.040846
H 0.937050 0.683092 1.970116
H -2.176992 -2.063970 1.081744
H -4.627011 -0.919841 0.919146
H -4.801373 1.087190 -0.584416
H -2.572502 2.517500 -0.841618
N -1.240070 0.935524 -0.349616
O -0.035159 -1.148481 0.148238

Force components x, y, z for each atom (eV/Å):
C -0.6247 0.7169 -0.5496
C -0.0743 -3.2822 0.6111
C -1.1742 -1.2730 0.7442
C 4.5976 3.9206 0.1377
C -2.6710 0.4727 -0.4986
C 0.4640 0.1811 0.1759
C -1.3840 1.3280 1.2201
C -0.4311 -4.1731 2.2937
C -1.5260 2.4588 0.6688
C -0.7131 2.5563 -1.0729
C -0.8013 -3.8848 1.5558
H -0.6829 2.0678 0.3671
H -0.3556 0.7779 -0.0123
H -1.2125 -2.0562 0.5634
H 0.9029 -0.0572 -0.5019
H 0.3682 -1.2190 -0.8661
H 0.0973 2.4758 -1.8723
H 3.0385 -0.0656 -1.8816
H 2.8892 -0.8585 0.7560
H 0.0988 -0.1534 -0.1356
N -0.8241 -1.0360 -0.9042
O 0.0183 1.1031 -0.7989

DFT total energy   -554.446035 Eh
HOMO level   -8.73 eV
SMILES string   c1ccc(Oc2ccccn2)cc1
Max |F|   6.0 eV/Å

Mulliken population analysis, charges in e, atoms 1 to 2: atom 1 (C): 0.218, atom 2 (C): -0.110